H31O15 | ωB97M-V/def2-TZVPD

XYZ file:
```
46
Properties=species:S:1:pos:R:3:forces:R:3
O 2.5064 -2.8478 -0.8305 -0.3 -1.9 -1.3
H 2.0217 0.9680 0.4328 0.1 -0.8 -0.1
H -2.8267 -0.9651 -0.7853 0.3 3.1 -6.6
O -2.9913 -1.4834 -0.1265 -0.5 -3.5 8.7
H 0.6112 -2.3384 -2.8112 2.3 6.7 6.5
H -0.6830 2.0484 3.2897 0.1 -3.2 -0.2
O 1.4322 2.7057 2.7894 1.4 1.0 2.8
H 2.4808 2.4036 -3.4985 -0.4 -0.9 3.0
H -2.0533 -1.6201 -2.6555 1.3 3.8 -1.4
O -0.4514 1.0072 3.4264 0.5 0.1 -1.3
H -2.4875 -1.4559 3.8808 0.8 0.4 -0.1
H 0.0609 -3.8084 3.0779 -1.0 -0.4 1.2
O 1.7861 1.8640 0.2123 0.1 0.9 1.5
H 0.0155 0.6611 2.4895 0.2 0.6 1.5
H 1.0914 -2.8086 -4.0233 -2.3 -1.2 1.6
O 2.7800 -1.8671 2.0368 0.0 -1.6 0.5
H 2.2772 2.9212 2.4210 0.7 0.1 -0.3
H 0.9089 2.4604 2.0747 -0.7 -0.6 -1.7
O 2.3901 2.1358 -2.4926 2.9 3.0 -1.8
H 2.1925 -2.5883 2.3747 -0.2 1.1 -0.4
H -1.1904 1.5114 -1.9971 -0.9 -1.3 1.7
O -0.7869 2.3605 1.5501 -0.6 2.9 -0.7
H 3.1570 2.7313 -2.0624 -2.5 -2.0 -1.3
H -2.0030 0.5334 -0.9053 1.3 1.7 -0.6
O -1.6167 -1.0081 4.0054 -0.7 -1.8 0.2
H 1.6396 1.9545 -0.7109 -0.2 -0.4 -1.4
H -1.4017 1.1136 -4.9018 -1.9 1.4 3.9
O 0.4583 -3.6799 2.2449 2.5 0.8 -0.1
H -0.3560 3.1847 1.2226 -1.1 0.0 0.1
O 0.3486 -2.9713 -3.3067 0.2 -5.7 -8.2
H -3.5506 -2.2516 -0.0696 -0.1 0.3 -1.5
H -0.1055 -3.9224 1.5477 -1.5 -0.5 -1.1
O -1.3977 1.3223 -1.0241 -0.4 -0.7 -1.2
H -0.9575 -1.7463 4.0872 -0.5 0.9 -0.2
H 3.5850 -2.4062 1.9742 0.2 0.6 -0.2
O -1.8567 1.3949 -3.9451 1.8 -0.8 -3.5
H 1.8986 -3.1585 -0.1540 0.2 0.7 0.2
H -1.9088 2.3691 -3.9303 0.0 -0.5 -0.4
O -2.2953 -2.4487 -2.4147 -0.7 -5.5 -0.4
H 2.7988 -1.9767 -0.6678 0.1 1.3 1.0
H -0.1202 3.6427 -1.4986 0.8 -0.8 -0.9
O -0.7593 3.8986 -0.8683 1.2 3.9 0.6
H -1.3815 3.2533 -0.7052 -1.9 -2.7 0.3
H -1.1305 0.2200 3.2851 -0.4 1.2 1.4
H -0.2556 1.7619 1.0437 0.2 -1.6 -1.2
H -1.8738 -3.0747 -3.0816 -0.6 1.5 1.3
```
Positions in Å, forces in eV/Å.

## Properties
Molar mass, g mol⁻¹: 271.23
<S²>: 0.75
Orbital gap (alpha / beta), eV: 2.797 / 10.196
E_HOMO (alpha / beta), eV: -3.18 / -10.68
Electronic energy, hartree: -1146.86345
Spin multiplicity: 2
Charge: 0

H31O15 | ωB97M-V/def2-TZVPD

XYZ file:
```
46
Properties=species:S:1:pos:R:3:forces:R:3
O -1.7606 -1.2674 -3.6885 3.6 3.6 -1.3
H -3.3773 2.4672 -1.8143 -1.4 -2.3 -1.5
H -1.2289 -0.8284 -2.9815 -1.3 -1.1 -0.4
O 2.5366 -1.7610 2.0030 -1.7 1.4 2.2
H -0.0709 2.0577 -1.3164 2.9 1.9 1.1
H 1.9766 -1.5127 2.8656 0.0 -0.3 -2.7
O -0.4304 -3.0832 -1.1826 -4.5 1.5 1.2
H 2.9322 1.0265 -2.4934 0.0 1.4 1.0
H -0.9801 3.6741 1.3663 -4.3 -0.7 2.0
O 0.5976 -1.3461 3.6985 -1.3 -0.4 -2.9
H 2.8153 -0.0686 0.8743 4.4 -12.0 6.1
H -0.2472 -1.0402 3.1918 2.0 -0.6 2.4
O -2.7233 2.8073 -1.2515 -1.9 5.3 0.4
H -1.3992 2.0691 -1.7633 1.0 -1.9 0.1
H -3.2019 3.7695 -1.3790 2.5 -2.6 1.1
O 0.2411 1.0600 1.1699 -0.9 -1.5 1.9
H -0.1573 -3.3491 -2.0322 0.5 -0.5 -1.8
H -1.4691 -2.8248 -1.3367 4.0 -0.9 0.6
O 2.4601 1.4692 -1.7399 -0.6 -1.7 -0.1
H 0.3620 0.3306 1.8729 -1.3 1.5 -1.3
H -0.1738 -4.0836 2.4887 1.1 -1.4 0.3
O -3.1158 -1.6222 0.9812 -7.5 5.3 -2.2
H 3.1893 -2.1389 2.5637 1.9 -1.0 -0.1
H -1.1373 -4.3999 1.2435 -2.7 -7.0 -7.5
O 2.5614 0.6246 0.5360 -5.0 11.4 -6.5
H -4.2202 -1.6546 1.2059 5.2 -0.3 -0.8
H 3.4067 -1.6774 -3.2326 0.5 -1.5 -1.3
O 0.1527 3.0132 -3.9028 2.6 -2.6 -0.7
H -2.6930 -2.2758 1.3802 2.6 -5.0 3.1
O -0.6406 1.3998 -1.5825 -3.3 -0.7 -0.9
H 1.6116 0.9471 1.0323 1.4 -0.6 -2.6
H 0.2455 3.4999 -3.0858 0.3 0.1 0.3
O -0.8329 -3.9288 1.8544 1.6 8.6 7.1
H 2.5187 0.5313 -0.6407 -0.3 1.6 2.1
H -0.6393 0.9476 0.6816 1.8 -0.1 0.3
O 3.1205 -1.4057 -2.3908 -1.6 -1.1 5.0
H 2.6879 2.3221 -1.3340 0.9 -0.4 -1.1
H 2.8915 -2.1926 -1.6663 1.1 2.8 -3.7
O -0.3008 3.9646 0.8579 1.9 1.8 -2.5
H -2.3715 -1.9045 -3.5130 -2.3 -2.4 1.7
H -1.5335 1.1614 4.1277 -0.6 -0.9 -1.2
O -1.4109 0.3899 3.5290 1.5 0.5 1.3
H -2.0747 0.1829 2.8947 -1.5 0.5 -0.3
H 0.6471 -1.0107 4.5698 -0.6 0.8 1.3
H 0.9306 2.2814 -3.9062 -3.0 2.7 0.3
H 0.3056 3.3795 1.2449 2.4 -1.1 0.4
```
Positions in Å, forces in eV/Å.

## Properties
Molar mass, g mol⁻¹: 271.23
Orbital gap, eV: 10.313
E_HOMO, eV: -13.12
Electronic energy, hartree: -1146.70014
Spin multiplicity: 1
Charge: +1

H32O16 | ωB97M-V/def2-TZVPD

XYZ file:
```
48
Properties=species:S:1:pos:R:3:forces:R:3
O -1.9279 -2.2934 0.4002 0.8 -1.3 1.0
H -2.2759 -2.1444 -0.4588 -0.9 0.5 -1.6
H -1.8349 -3.2614 0.4232 -0.2 0.4 0.5
O 3.0801 0.1436 -3.1358 0.7 -0.5 -0.4
H 2.5291 0.6936 -3.6778 -0.4 0.4 -0.2
H 2.6711 0.0366 -2.2778 -0.4 0.1 0.6
O 0.4691 -3.0014 -1.1268 0.2 -1.3 -2.0
H -0.0219 -2.9464 -0.3408 -0.5 0.9 2.7
H 0.0291 -3.8054 -1.4638 0.7 0.3 -0.6
O -1.3389 2.2716 1.9552 0.5 -0.2 1.1
H -0.9789 1.7956 1.2192 0.6 -0.9 -0.7
H -1.8829 2.9136 1.5552 -1.2 1.3 -0.5
O -0.1009 2.1136 -2.1298 -1.2 -0.3 1.4
H 0.5031 2.2676 -2.8288 0.8 -0.2 -1.1
H -0.1449 1.1596 -1.8838 0.4 0.7 -0.5
O -3.0729 -0.5474 2.2432 0.3 1.6 -0.4
H -2.8789 -1.2774 1.6722 0.1 -1.0 -0.3
H -2.7929 0.1936 1.6362 -0.6 -0.5 1.0
O 0.6301 -2.3434 1.8102 1.0 -1.4 0.0
H 0.3921 -2.7404 2.6462 0.4 -0.5 0.6
H -0.0789 -1.7434 1.7682 -1.4 2.0 -0.5
O 2.5111 -0.0254 -0.3308 1.2 0.7 -0.8
H 2.5581 -0.9494 -0.1358 -0.2 -1.2 0.4
H 3.4581 0.2556 -0.2948 -0.9 0.3 0.5
O 1.4001 2.8956 0.1222 0.2 0.9 2.1
H 0.8471 3.5106 0.6632 0.6 -0.9 -0.7
H 1.0041 2.7806 -0.7208 -1.1 0.0 -1.3
O -2.8859 -1.3094 -2.0238 -0.6 0.1 -1.0
H -3.5739 -1.0874 -2.6778 0.3 -0.3 0.4
H -2.0669 -0.8824 -2.3478 -0.1 -0.2 0.3
O -0.2919 -0.6164 -2.0668 0.0 0.7 -1.9
H 0.1201 -0.7644 -2.9308 -0.2 0.7 -0.4
H 0.0371 -1.4324 -1.7108 0.3 -1.6 1.5
O -0.0579 0.2546 0.4542 0.5 0.5 0.1
H 0.7911 0.5046 -0.0048 -1.2 -0.7 0.3
H -0.6029 -0.3594 -0.0578 0.4 0.5 0.2
O -2.9169 0.6726 -0.1938 -1.1 -2.0 2.1
H -2.6519 1.2686 -0.8328 0.8 1.8 -2.2
H -3.3579 -0.0824 -0.6258 0.4 0.7 0.0
O -0.6969 -0.0174 3.6662 0.8 -0.7 1.7
H -1.4549 -0.2364 3.1362 -0.6 0.3 -0.8
H 0.0191 0.4016 3.1952 -0.3 0.4 -0.6
O 2.0611 0.6276 2.6202 0.4 0.6 0.5
H 1.9601 -0.0634 3.2822 -0.1 -0.2 -0.3
H 1.5531 0.4086 1.8392 -0.1 -0.5 0.0
O 4.0291 2.2516 0.3122 0.5 -0.6 -1.5
H 3.0671 2.3336 0.3152 -0.5 0.4 0.6
H 4.1671 2.1746 -0.6558 0.4 0.4 0.7
```
Positions in Å, forces in eV/Å.

## Properties
Molar mass, g mol⁻¹: 288.24
Orbital gap, eV: 9.101
E_HOMO, eV: -9.78
Electronic energy, hartree: -1223.02337
Spin multiplicity: 1
Charge: 0

H32O16 | ωB97M-V/def2-TZVPD

XYZ file:
```
48
Properties=species:S:1:pos:R:3:forces:R:3
O 2.2857 -2.0263 3.5547 -0.4 0.1 0.6
H 2.7128 -2.8287 3.2622 0.2 -0.2 -0.2
H 2.8861 -1.6332 4.1945 0.0 0.0 0.0
O -4.5685 -2.9500 -1.9059 -0.1 0.0 -0.2
H -4.5591 -2.3819 -1.1328 0.1 0.1 0.2
H -3.7399 -2.7451 -2.3453 0.1 0.0 0.0
O 0.5722 -1.3707 -3.9522 -0.1 0.1 0.1
H -0.1916 -1.8022 -3.5479 0.1 -0.1 0.1
H 0.9802 -2.0962 -4.4335 0.1 0.0 -0.1
O -0.2025 3.4683 2.0016 -0.3 -0.1 -0.1
H -0.9006 3.9840 2.4180 0.1 -0.1 0.2
H 0.6022 3.7089 2.4686 0.1 0.0 0.0
O 0.0240 -4.0018 -2.8514 -0.3 0.9 -1.2
H 0.7692 -3.8922 -2.2671 -0.3 -0.7 0.6
H -0.5648 -4.7321 -2.6636 0.4 -0.2 0.6
O -3.6265 -3.6827 1.4761 0.3 -1.1 -0.3
H -3.1372 -3.1550 2.1010 -0.1 0.6 0.1
H -4.4068 -3.2143 1.1923 -0.1 0.5 0.2
O -0.2055 -0.4627 3.3646 1.5 1.7 0.0
H -0.1304 -1.2671 3.8502 -0.6 -0.9 0.0
H -0.9972 -0.2637 2.8896 -0.9 -0.7 -0.1
O -1.8513 0.5233 -3.3953 1.6 -0.3 -1.2
H -0.8766 0.5020 -3.3537 -0.1 0.2 1.1
H -1.8239 0.3330 -4.3459 -1.2 0.0 -0.1
O 2.1410 5.2841 -0.6198 -0.7 0.1 2.8
H 1.3344 5.5612 -1.0456 0.5 -0.2 -1.2
H 2.9744 5.0725 -0.9984 0.1 0.1 -1.5
O -3.8860 -0.2500 1.4439 -0.2 -1.4 0.1
H -3.8346 0.2443 2.2581 -0.1 0.8 -0.4
H -3.8606 0.2268 0.5993 0.4 0.5 0.6
O -0.5156 6.0427 0.6439 -0.4 2.6 -0.6
H 0.4206 6.1756 0.7888 0.2 -0.8 0.2
H -0.7960 5.1578 0.7135 0.4 -1.8 0.2
O 2.1850 0.5825 -0.5385 0.1 0.4 -0.2
H 1.7042 -0.2452 -0.4523 -0.1 0.1 0.3
H 2.7206 0.6129 0.2736 -0.4 -0.3 -0.5
O -3.3384 0.4041 -1.1090 0.0 0.2 -0.5
H -2.6441 0.6817 -1.7332 0.0 -0.2 0.4
H -4.0995 0.4365 -1.6917 -0.4 -0.1 0.0
O 3.3005 -1.0726 1.2617 2.3 -0.4 -0.9
H 3.6060 -1.4450 0.4009 -1.6 0.0 -0.1
H 4.2318 -0.9688 1.5140 -0.2 0.5 1.3
O 3.7282 2.1679 2.2959 0.0 0.5 1.6
H 3.2086 1.3673 2.2156 0.1 -0.1 -0.8
H 4.1535 2.5134 1.5216 -0.2 -0.5 -0.8
O 2.9541 -2.1297 -1.1472 0.4 -0.8 0.4
H 2.5880 -2.9702 -1.4168 0.0 -0.1 -0.1
H 2.6742 -1.4634 -1.7571 -0.3 0.7 -0.8
```
Positions in Å, forces in eV/Å.

## Properties
Molar mass, g mol⁻¹: 288.24
Orbital gap, eV: 10.503
E_HOMO, eV: -10.71
Electronic energy, hartree: -1222.94268
Spin multiplicity: 1
Charge: 0

H32O16 | ωB97M-V/def2-TZVPD

XYZ file:
```
48
Properties=species:S:1:pos:R:3:forces:R:3
O -3.5292 -0.2257 1.1236 -1.4 1.9 1.1
H -4.0750 -0.9179 1.4471 -1.1 -0.7 0.7
H -2.8822 -0.7069 0.6846 2.4 -1.1 -1.6
O 1.2299 0.2766 -2.7907 0.9 -0.1 -2.4
H 1.7481 0.7325 -2.1169 0.3 0.9 0.5
H 1.7442 0.3344 -3.6481 -0.9 -0.1 1.5
O 2.0870 -3.2090 1.0174 0.7 -0.6 1.2
H 1.7238 -2.8108 0.2480 -0.4 0.8 -1.1
H 1.7581 -4.0984 1.0430 -0.3 -0.6 0.2
O -0.8544 -3.9452 1.3515 0.9 0.1 -1.1
H -1.7026 -4.0571 1.7365 -1.1 -0.2 0.8
H -0.7417 -2.9867 1.2627 0.3 0.1 0.5
O 1.2918 -1.7211 -1.0682 -0.5 -1.1 1.3
H 1.0746 -2.4775 -1.6100 -0.2 -0.1 -0.5
H 1.6841 -1.0804 -1.6344 0.4 0.7 -1.1
O 3.2616 -0.8219 1.3051 1.1 1.3 0.1
H 2.6094 -0.4345 0.7324 -0.6 0.2 -0.1
H 3.0355 -1.7361 1.3653 -0.3 -1.2 0.2
O -0.8834 -1.0768 2.4532 2.1 -1.4 0.9
H -0.7542 -0.3155 1.9101 0.0 1.1 -0.7
H -1.7774 -1.3132 2.4774 -2.0 0.0 0.0
O -2.0781 1.6384 2.7671 -0.3 -0.2 -0.9
H -2.5183 1.0489 3.3763 0.1 -0.1 0.7
H -2.4201 1.2338 1.9416 0.2 0.7 0.2
O 2.2325 3.8654 -0.1626 -2.2 -0.3 0.9
H 1.8819 3.9542 -1.0622 0.2 0.0 0.0
H 1.3845 3.6098 0.3453 1.9 0.7 -0.9
O 2.3638 1.2708 -0.6045 0.7 -1.1 -0.6
H 3.3044 1.0601 -0.6079 0.1 -0.4 0.1
H 2.3744 2.1434 -0.2088 -0.2 1.0 0.2
O -1.9823 1.9144 -0.8308 -0.6 0.0 0.3
H -1.2848 1.3582 -0.4449 -0.6 -0.3 0.1
H -1.4710 2.3605 -1.5053 -0.3 0.1 0.1
O -1.1641 -1.0788 -2.8318 2.1 1.2 -3.0
H -0.3391 -0.5626 -2.6432 -1.4 -0.8 0.2
H -1.6156 -1.3830 -2.0937 -0.8 -0.5 2.5
O 1.2740 2.1906 2.0706 1.6 0.4 -0.2
H 0.5243 2.7610 2.0833 -1.5 0.4 0.4
H 1.9980 2.7940 2.3390 -0.4 -0.7 0.0
O -0.2382 0.2554 0.1840 0.1 -0.6 -0.2
H 0.4928 0.7960 -0.1174 0.6 0.3 0.3
H -0.0500 -0.5950 -0.2547 -0.1 0.1 0.2
O -2.4179 -2.0824 -0.4773 -0.9 -0.2 -0.2
H -3.3656 -2.0032 -0.6952 0.5 0.1 -0.1
H -2.3083 -3.0183 -0.2819 0.4 -0.3 0.0
O -0.0105 2.9051 -2.1838 0.1 0.7 -1.5
H -0.2224 2.3806 -2.9854 0.5 0.1 0.6
H -0.3925 3.7738 -2.4054 0.2 -0.2 0.2
```
Positions in Å, forces in eV/Å.

## Properties
Molar mass, g mol⁻¹: 288.24
Orbital gap, eV: 9.798
E_HOMO, eV: -10.02
Electronic energy, hartree: -1223.00542
Spin multiplicity: 1
Charge: 0

Here are the calculated energy relative to the best compared isomer or geometry (same formula, charge and spin) numbers, same order: 109.2, 190.0, 110.1, 160.7, 121.3 (kcal/mol).